No. 1
C24H19AsBiO5 | the ωB97M-V functional and the def2-TZVPD basis

Calculated values
- HOMO: -17.13 eV
- Spin multiplicity: 1
- Charge: +3
- Calculated total energy: -3751.3443 a.u.

Atoms and positions in Å:
Bi: 0.11755 0.05297 0.06414
O: 1.30809 -3.05516 1.70333
C: 0.99699 -2.06587 1.20501
C: -0.77848 2.22774 -1.07829
O: -0.79481 3.27124 -1.51361
C: -1.22305 0.71412 2.18573
O: -1.78373 1.00049 3.12839
C: 1.06703 -0.83254 -2.22200
O: 1.84486 -0.89752 -3.01456
C: -1.87621 -1.74288 -0.55795
H: -1.28097 -2.50146 -1.06419
H: -2.18332 -2.03660 0.44598
C: -2.26523 -0.58313 -1.14930
H: -2.91982 0.14504 -0.67071
H: -2.01636 -0.32264 -2.17684
O: 2.00213 1.19348 -0.14359
As: 3.20281 1.78925 0.93703
C: 4.23640 0.21221 1.34668
C: 5.52645 0.16860 0.80866
C: 6.36917 -0.89777 1.13506
C: 5.88984 -1.93297 1.94937
C: 4.56910 -1.92149 2.42199
C: 3.73474 -0.84876 2.10755
C: 3.96697 2.99732 -0.32169
C: 3.87027 4.36506 -0.03666
C: 4.38003 5.28387 -0.95970
C: 4.89859 4.81444 -2.17914
C: 4.87256 3.44839 -2.50897
C: 4.35242 2.53473 -1.58955
C: 2.22129 2.55797 2.41722
C: 1.20081 3.49931 2.23189
C: 0.62128 4.10710 3.34783
C: 1.03380 3.73258 4.63427
C: 2.00523 2.73828 4.81513
C: 2.58713 2.13249 3.69816
H: 5.86091 0.99142 0.17938
H: 7.39546 -0.89631 0.77071
H: 6.55221 -2.75388 2.22009
H: 4.19742 -2.72541 3.05815
H: 2.71051 -0.81414 2.47674
H: 3.42755 4.67508 0.91138
H: 4.39202 6.34522 -0.69981
H: 5.32915 5.52217 -2.88404
H: 5.27376 3.07918 -3.45705
H: 4.26091 1.47541 -1.83463
H: 0.88319 3.76013 1.22145
H: -0.13173 4.88417 3.20504
H: 0.59428 4.22115 5.50415
H: 2.32955 2.44362 5.81271
H: 3.34473 1.35638 3.79735

No. 2
C24H19AuN2O5PS | the ωB97M-V functional and the def2-TZVPD basis

Calculated values
- HOMO: -12.23 eV
- Spin multiplicity: 1
- Charge: +1
- Calculated total energy: -2286.5531 a.u.

Atoms and positions in Å:
Au: 0.25136 0.06664 0.34767
O: 4.33808 0.91616 0.01271
S: 2.96295 1.26518 0.04561
O: 2.23506 1.25726 -1.21240
O: 2.12562 0.44973 1.04641
C: 2.69070 2.89531 0.62970
C: 3.66765 3.66140 1.22503
C: 3.33412 4.94121 1.65820
C: 2.03978 5.41376 1.52056
C: 1.04919 4.61667 0.95776
C: 1.37701 3.34803 0.49367
P: 0.11357 2.29342 -0.25081
C: -1.40284 2.75161 0.60098
C: -2.57470 3.02826 -0.09902
C: -3.73259 3.35302 0.59404
C: -3.72658 3.38666 1.97908
C: -2.56356 3.09133 2.68430
C: -1.40703 2.77153 2.00017
C: -0.16502 2.53610 -1.99436
C: -0.25304 3.85263 -2.44141
C: -0.50822 4.09539 -3.78153
C: -0.67731 3.03343 -4.65898
C: -0.58768 1.72436 -4.20564
C: -0.32422 1.46942 -2.87006
H: 4.67078 3.26980 1.32713
H: 4.09153 5.56892 2.10757
H: 1.78901 6.40810 1.86389
H: 0.03271 4.98240 0.89424
H: -2.58877 2.98824 -1.17988
H: -4.63948 3.57540 0.04855
H: -4.63120 3.63828 2.51648
H: -2.56368 3.11145 3.76560
H: -0.50351 2.54015 2.55451
H: -0.12158 4.68362 -1.75878
H: -0.57101 5.11418 -4.13864
H: -0.87347 3.22779 -5.70483
H: -0.71151 0.90051 -4.89493
H: -0.23056 0.45007 -2.52108
O: -1.65400 -0.13196 -0.11210
N: -2.09772 -1.37038 -0.20822
N: -1.27149 -2.25989 0.08312
O: -0.00825 -2.02024 0.36669
C: -1.69160 -3.65093 0.08003
C: -3.04128 -3.95481 -0.01676
C: -3.40694 -5.28924 -0.01895
C: -2.44072 -6.28297 0.07894
C: -1.09925 -5.94813 0.17950
C: -0.70773 -4.61773 0.18107
H: -3.78323 -3.17370 -0.08536
H: -4.45285 -5.55286 -0.09190
H: -2.73775 -7.32281 0.07972
H: -0.34860 -6.72213 0.25712
H: 0.33095 -4.33659 0.25770

No. 3
C24H19Cl5GeOPPtS | the ωB97M-V functional and the def2-TZVPD basis

Calculated values
- HOMO (alpha / beta): -14.21 / -14.34 eV
- Spin multiplicity: 2
- Charge: +2
- Energy relative to the best compared isomer or geometry (same formula, charge and spin): 45.4 kcal per mole
- Calculated total energy: -6237.4446 a.u.
- <S²>: 0.7702

Atoms and positions in Å:
Pt: 0.34315 0.34052 0.23150
Cl: -0.33070 2.12046 2.15526
C: -1.54945 1.18460 2.97385
C: -1.95464 1.62838 4.20527
C: -2.93935 0.91439 4.89101
C: -3.51107 -0.22300 4.34266
C: -3.11011 -0.66208 3.09654
Cl: -3.84574 -2.06308 2.44266
C: -2.10235 0.02669 2.36580
S: -1.71766 -0.56921 0.80958
H: -1.52457 2.52535 4.62838
H: -3.26465 1.26048 5.86310
H: -4.27573 -0.77139 4.87460
C: 5.96235 0.24630 3.42977
C: 5.23907 -0.84791 3.88105
C: 3.97383 -1.10809 3.37265
C: 3.46405 -0.27089 2.38211
C: 4.18307 0.83353 1.92836
C: 5.43773 1.08657 2.45407
P: 1.92089 -0.71540 1.58400
C: 0.95939 -1.88280 2.54868
C: 0.45974 -3.04470 1.96523
C: -0.33796 -3.89491 2.71617
C: -0.64433 -3.58271 4.03667
C: -0.15267 -2.42077 4.61359
C: 0.64946 -1.56318 3.86968
C: 2.45150 -1.39745 0.00313
C: 3.51487 -2.17089 -0.43876
C: 3.61825 -2.38503 -1.80556
C: 2.71880 -1.78440 -2.69075
C: 1.68579 -0.96115 -2.24804
C: 1.57734 -0.78766 -0.88073
H: 6.93962 0.45126 3.84580
H: 5.65732 -1.50518 4.63125
H: 3.41396 -1.96410 3.72514
H: 3.77111 1.48748 1.16821
H: 6.00538 1.93958 2.10838
H: 0.70672 -3.29368 0.93944
H: -0.70875 -4.81122 2.27628
H: -1.26807 -4.25108 4.61548
H: -0.37867 -2.18538 5.64550
H: 1.03310 -0.65529 4.32359
H: 4.22854 -2.59497 0.25668
H: 4.41552 -3.00108 -2.19791
H: 2.84122 -1.94452 -3.75423
H: 1.06033 -0.44063 -2.96112
Cl: -2.69264 2.61603 -0.19924
Ge: -1.24562 1.61010 -1.34216
Cl: -1.74151 1.84145 -3.37463
Cl: 0.69428 2.53579 -1.18905
O: -1.43965 -0.86407 -2.17040
H: -2.15080 -1.49261 -1.98096
H: -1.01609 -1.20807 -2.96869

No. 4
C24H19IIrN4O | the ωB97M-V functional and the def2-TZVPD basis

Calculated values
- HOMO (alpha / beta): -1.88 / -4.51 eV
- Spin multiplicity: 5
- Charge: -1
- Calculated total energy: -1622.1698 a.u.
- <S²>: 6.1004

Atoms and positions in Å:
Ir: 0.86189 -0.57208 -0.52127
O: -2.37569 -1.12631 1.96956
C: -1.46210 -1.31806 1.15576
N: -0.14821 -1.24872 1.31912
C: 0.37601 -0.43363 2.39107
C: 1.23430 0.68530 1.67916
C: 1.56723 1.77941 2.63308
C: 1.24893 3.06183 2.36325
C: 0.55625 3.39590 1.15812
C: 0.16921 2.38569 0.29080
N: 0.42529 1.11345 0.51875
C: -1.84994 -1.69547 -0.26911
C: -3.01722 -2.39483 -0.51866
C: -3.34793 -2.72003 -1.82146
C: -2.51123 -2.30574 -2.84453
C: -1.37626 -1.58463 -2.52184
N: -1.04718 -1.28455 -1.26319
H: 1.04956 -0.98916 3.05098
H: -0.42415 0.01390 2.98803
H: 2.01553 1.51138 3.58171
H: 1.48543 3.84332 3.07584
H: 0.31318 4.42231 0.92265
H: -0.36751 2.61317 -0.62354
H: -3.63311 -2.67021 0.32655
H: -4.23996 -3.29482 -2.03816
H: -2.71972 -2.54161 -3.87893
H: -0.68639 -1.24928 -3.28449
I: 0.99816 -6.41883 -0.93754
C: 1.38537 -4.54944 -1.81543
C: 1.63070 -4.48851 -3.20912
C: 1.98851 -3.19937 -3.68902
C: 1.99113 -2.11720 -2.86332
N: 1.67598 -2.18815 -1.51593
C: 1.42961 -3.45600 -1.00912
H: 1.56018 -5.35379 -3.84857
H: 2.26731 -3.06403 -4.72812
H: 2.26063 -1.13176 -3.22523
H: 1.25592 -3.51316 0.05700
C: 2.27775 -0.04991 0.80603
C: 3.62055 -0.34154 1.10693
C: 4.40514 -1.02464 0.13342
C: 5.72495 -1.34553 0.36355
C: 6.34492 -1.01148 1.57139
C: 5.60055 -0.34921 2.54490
C: 4.27560 -0.02010 2.32774
H: 3.92009 -1.29959 -0.79433
H: 6.28636 -1.87053 -0.40100
H: 7.38120 -1.27010 1.75150
H: 6.06348 -0.08905 3.49067
H: 3.72897 0.49049 3.10878

No. 5
C24H19N5O6SeZn | the ωB97M-V functional and the def2-TZVPD basis

Calculated values
- HOMO: -8.94 eV
- Spin multiplicity: 1
- Energy relative to the best compared isomer or geometry (same formula, charge and spin): 1.3 kcal per mole
- Calculated total energy: -5832.0723 a.u.

Atoms and positions in Å:
Zn: -0.61665 -0.03451 -1.72544
O: 2.57061 1.49272 -6.61238
C: 1.85796 1.12003 -5.52586
C: 1.75327 -0.21454 -5.13310
C: 1.00428 -0.49554 -4.01028
N: 0.41840 0.48105 -3.33770
C: 0.48595 1.75583 -3.70061
C: 1.21427 2.13048 -4.80748
C: -0.31680 2.69004 -2.78743
O: -0.21455 3.89556 -2.94550
O: -1.02570 2.07192 -1.90853
C: 0.72651 -1.89655 -3.43801
O: 1.23850 -2.84806 -4.00256
O: -0.06050 -1.89944 -2.42503
H: 2.96127 0.71562 -7.02743
H: 2.22572 -1.02343 -5.67629
H: 1.27645 3.16639 -5.10671
Se: -3.52830 1.23120 -0.77376
N: -2.57804 -0.23580 -1.14163
C: -3.16217 -1.27096 -0.56296
C: -2.67453 -2.61535 -0.60941
C: -3.39141 -3.56210 0.04009
C: -4.60074 -3.25436 0.75473
C: -5.08943 -1.99608 0.82023
C: -4.37069 -0.94982 0.15627
N: -4.72166 0.31830 0.14755
H: -1.76748 -2.82964 -1.16364
H: -3.05509 -4.59074 0.02083
H: -5.12515 -4.06368 1.24582
H: -5.99838 -1.74906 1.35095
C: 0.96779 1.85903 4.23336
N: 1.24712 1.79926 2.80442
N: 0.88403 0.60821 2.17806
C: 0.40565 0.87700 0.91978
O: 0.14992 -0.04419 0.11847
C: 0.35324 2.30595 0.80473
C: 0.83661 2.81140 1.96430
C: 0.94127 4.23383 2.38911
C: 1.46341 -0.62515 2.58912
C: 2.75985 -0.65666 3.08277
C: 3.30605 -1.86925 3.47515
C: 2.57190 -3.03963 3.35370
C: 1.28154 -2.99594 2.84396
C: 0.71568 -1.78828 2.46856
H: 1.51312 1.06989 4.74412
H: -0.10174 1.74832 4.43313
H: 1.31276 2.81787 4.61040
H: -0.01076 2.82275 -0.06780
H: 0.72697 4.87624 1.53858
H: 1.93961 4.46316 2.76140
H: 0.22150 4.46388 3.17717
H: 3.33463 0.25817 3.14418
H: 4.31633 -1.89884 3.86139
H: 3.00680 -3.98479 3.64962
H: 0.70775 -3.90703 2.73953
H: -0.28696 -1.74469 2.06803

No. 6
C24H20BF4N7O7STb | the ωB97M-V functional and the def2-TZVPD basis

Calculated values
- HOMO (alpha / beta): -5.70 / -5.70 eV
- Spin multiplicity: 7
- Charge: -1
- Energy relative to the best compared isomer or geometry (same formula, charge and spin): 6.0 kcal per mole
- Calculated total energy: -3484.1255 a.u.
- <S²>: 12.6671

Atoms and positions in Å:
Tb: -0.16268 0.09312 0.29701
O: -3.53663 4.61354 0.30342
C: -2.54378 5.02292 -0.49711
C: -2.71725 6.23161 -1.17686
C: -1.74814 6.71569 -2.02887
C: -0.57414 6.00289 -2.22929
C: -0.38556 4.81238 -1.56068
C: -1.34677 4.30637 -0.68451
C: -1.05796 3.03207 0.01287
O: 0.02366 2.42922 -0.16927
N: -2.01539 2.62065 0.87549
N: -1.69739 1.47907 1.50709
C: -2.52957 0.95776 2.34573
C: -2.15906 -0.28647 2.98204
C: -3.09764 -1.02837 3.70942
C: -2.72453 -2.24226 4.24830
C: -1.40273 -2.64342 4.11997
C: -0.52704 -1.83652 3.40742
N: -0.88738 -0.70756 2.81376
H: -3.25580 3.74495 0.70158
H: -3.63618 6.77098 -1.00476
H: -1.91230 7.64732 -2.55092
H: 0.18448 6.38039 -2.89933
H: 0.51561 4.23408 -1.70253
H: -3.50396 1.40047 2.55529
H: -4.11036 -0.66830 3.79407
H: -3.44667 -2.86721 4.75660
H: -1.06400 -3.57685 4.54077
H: 0.51239 -2.11826 3.30061
O: 3.68986 0.18446 -4.99283
C: 2.87907 0.16604 -3.90434
C: 1.50512 0.35664 -4.00828
C: 0.73784 0.31435 -2.85571
N: 1.26940 0.09104 -1.65959
C: 2.58817 -0.06095 -1.54364
C: 3.43297 -0.05191 -2.64212
C: 3.03680 -0.23008 -0.07249
O: 4.10226 -0.79636 0.15508
O: 2.19991 0.20932 0.76714
C: -0.79808 0.54286 -2.84955
O: -1.33095 0.79235 -3.92194
O: -1.31533 0.43540 -1.70566
H: 3.15876 0.37087 -5.77845
H: 1.01215 0.54453 -4.95099
H: 4.49471 -0.18946 -2.52295
C: 3.33225 -4.41042 2.86718
C: 3.61256 -3.17662 2.00820
C: 2.53761 -2.96465 1.00720
N: 1.49567 -2.25322 1.19225
N: 0.64147 -2.19525 0.15964
C: 1.01552 -2.91474 -0.86224
N: 0.34400 -2.94944 -2.02486
S: 2.53879 -3.73596 -0.58746
H: 4.11655 -4.53763 3.60892
H: 3.28658 -5.29984 2.24292
H: 2.38302 -4.30550 3.38537
H: 4.56238 -3.28663 1.48517
H: 3.66868 -2.27810 2.62407
H: -0.60613 -2.58998 -1.97884
H: 0.49032 -3.72262 -2.65233
F: -2.02956 -1.27144 0.32769
B: -2.69371 -2.55232 0.04166
F: -4.01791 -2.43057 0.30897
F: -2.44184 -2.83196 -1.27945
F: -2.09212 -3.49247 0.84493

Which of these has the highest calculated total energy?
C24H19IIrN4O